one:
This record from OMol25 describes a cluster of 2 separate species, C3H10NO in total. The level of theory is the ωB97M-V functional and the def2-TZVPD basis.

```
15
Properties=species:S:1:pos:R:3
C 1.865 -0.104 -0.049
C 0.614 -0.829 -0.508
C -1.434 0.054 -1.482
N -0.608 0.012 -0.529
H 2.189 0.646 -0.758
H 1.864 0.186 0.994
H 2.605 -0.901 -0.108
H 0.751 -1.204 -1.512
H 0.383 -1.658 0.137
H -2.309 0.675 -1.375
H -1.287 -0.622 -2.306
H -0.636 0.671 0.260
H -1.497 1.754 2.227
H -1.210 0.498 2.959
O -1.289 0.823 2.051
```

Net charge   +1
Kohn-Sham gap   11.6171 eV

Computed Mulliken charges, given in elementary charges: atom 1 (C): -1.13, atom 2 (C): -0.38, atom 3 (C): -0.14, atom 4 (N): 0.09, atom 5 (H): 0.35, atom 6 (H): 0.36, atom 7 (H): 0.34, atom 8 (H): 0.36, atom 9 (H): 0.29, atom 10 (H): 0.28, atom 11 (H): 0.27, atom 12 (H): 0.32, atom 13 (H): 0.33, atom 14 (H): 0.32, atom 15 (O): -0.66

two:
This record from OMol25 describes a cluster of 2 separate species, C3H10NO in total. The level of theory is the ωB97M-V functional and the def2-TZVPD basis.

```
15
Properties=species:S:1:pos:R:3
C 1.878 0.058 1.242
C 1.121 -0.038 -0.033
C 0.140 -0.848 -0.250
N -0.891 -0.715 -1.390
H 1.570 -0.643 1.928
H 1.951 0.951 1.723
H 2.904 -0.154 0.789
H 1.539 0.574 -0.773
H -0.358 -1.383 0.588
H -0.621 -0.377 -2.272
H -1.449 0.067 -0.852
H -1.504 -1.573 -1.479
H -2.839 1.068 0.416
H -1.490 1.955 0.187
O -1.951 1.056 0.177
```

Net charge   +1
Kohn-Sham gap   10.9461 eV

Computed Mulliken charges, given in elementary charges: atom 1 (C): -1.22, atom 2 (C): 0.01, atom 3 (C): -0.33, atom 4 (N): -0.30, atom 5 (H): 0.39, atom 6 (H): 0.37, atom 7 (H): 0.29, atom 8 (H): 0.40, atom 9 (H): 0.25, atom 10 (H): 0.34, atom 11 (H): 0.40, atom 12 (H): 0.37, atom 13 (H): 0.29, atom 14 (H): 0.34, atom 15 (O): -0.62

Which structure is the most stable? The one labeled one.

one:
This record from OMol25 describes a cluster of 2 separate species, C3H10NO in total. The level of theory is the ωB97M-V functional and the def2-TZVPD basis.

```
15
Properties=species:S:1:pos:R:3
C -0.989 1.603 -0.267
C -0.913 0.213 0.324
C -1.949 -0.476 0.775
N 0.454 -0.173 0.705
H -1.530 2.269 0.408
H -1.501 1.606 -1.226
H -0.020 2.109 -0.323
H -1.859 -1.232 1.545
H -2.937 -0.290 0.378
H 0.972 0.639 1.061
H 0.602 -1.000 1.297
H 0.913 -0.495 -0.174
H 3.230 -0.747 -0.823
H 2.650 -1.511 -2.027
O 2.407 -0.997 -1.262
```

Net charge   +1
Kohn-Sham gap   11.0482 eV

Computed Mulliken charges, given in elementary charges: atom 1 (C): -1.14, atom 2 (C): 0.62, atom 3 (C): -0.85, atom 4 (N): -0.27, atom 5 (H): 0.32, atom 6 (H): 0.33, atom 7 (H): 0.35, atom 8 (H): 0.25, atom 9 (H): 0.29, atom 10 (H): 0.37, atom 11 (H): 0.36, atom 12 (H): 0.40, atom 13 (H): 0.30, atom 14 (H): 0.32, atom 15 (O): -0.66

two:
This record from OMol25 describes the ion C3H10NO with charge +1. The level of theory is the ωB97M-V functional and the def2-TZVPD basis.

```
15
Properties=species:S:1:pos:R:3
C -1.261 1.027 -1.000
N -0.586 -0.240 -0.628
C -0.294 -0.402 0.833
C 1.236 -0.310 1.035
O 1.871 -0.395 -0.268
H -2.296 1.054 -0.680
H -1.207 1.171 -2.059
H -0.769 1.863 -0.517
H -1.110 -1.045 -0.949
H 0.339 -0.277 -1.081
H -0.749 0.432 1.350
H -0.764 -1.319 1.156
H 1.575 -1.110 1.659
H 1.505 0.668 1.424
H 2.510 -1.115 -0.274
```

Net charge   +1
Kohn-Sham gap   12.4572 eV
Structure (SMILES)   C[NH2+]CCO

Computed Mulliken charges, given in elementary charges: atom 1 (C): -0.95, atom 2 (N): -0.15, atom 3 (C): -0.60, atom 4 (C): -0.21, atom 5 (O): -0.58, atom 6 (H): 0.38, atom 7 (H): 0.36, atom 8 (H): 0.38, atom 9 (H): 0.36, atom 10 (H): 0.38, atom 11 (H): 0.28, atom 12 (H): 0.40, atom 13 (H): 0.36, atom 14 (H): 0.25, atom 15 (H): 0.33

Which structure is the most stable? The one labeled two.

one:
This record from OMol25 describes a cluster of 2 separate species, C3H10NO in total. The level of theory is the ωB97M-V functional and the def2-TZVPD basis.

```
15
Properties=species:S:1:pos:R:3
C -0.627 0.802 -0.741
O 0.298 0.598 0.496
C -1.917 0.331 -0.351
C -2.173 -1.113 -0.301
N 3.638 -0.102 0.907
H -0.449 1.845 -1.015
H -0.067 0.137 -1.440
H -0.052 1.169 1.201
H -2.747 1.047 -0.153
H -2.623 -1.538 -1.250
H -2.897 -1.346 0.515
H -1.186 -1.610 -0.058
H 3.857 0.849 0.670
H 4.292 -0.786 0.576
H 2.655 -0.284 0.944
```

Net charge   +1
Kohn-Sham gap   3.8425 eV

Computed Mulliken charges, given in elementary charges: atom 1 (C): -0.56, atom 2 (O): -0.42, atom 3 (C): 0.48, atom 4 (C): -0.93, atom 5 (N): -0.58, atom 6 (H): 0.35, atom 7 (H): 0.29, atom 8 (H): 0.33, atom 9 (H): 0.39, atom 10 (H): 0.36, atom 11 (H): 0.37, atom 12 (H): 0.32, atom 13 (H): 0.20, atom 14 (H): 0.20, atom 15 (H): 0.19

two:
This record from OMol25 describes a cluster of 2 separate species, C3H10NO in total. The level of theory is the ωB97M-V functional and the def2-TZVPD basis.

```
15
Properties=species:S:1:pos:R:3
C 1.247 1.247 -0.198
C 0.903 -1.146 0.623
C -1.974 0.359 -0.258
N 0.640 -0.081 -0.380
O -2.217 -0.620 0.534
H 1.012 1.529 0.743
H 2.308 1.261 -0.324
H 0.830 1.839 -1.011
H 1.980 -1.207 0.771
H 0.662 -0.715 1.495
H 0.465 -2.145 0.396
H -2.202 1.378 0.202
H -1.771 0.188 -1.347
H 0.803 -0.496 -1.342
H -2.684 -1.391 0.094
```

Net charge   +1
Kohn-Sham gap   7.7763 eV

Computed Mulliken charges, given in elementary charges: atom 1 (C): -0.96, atom 2 (C): -0.98, atom 3 (C): 0.02, atom 4 (N): -0.27, atom 5 (O): -0.30, atom 6 (H): 0.39, atom 7 (H): 0.36, atom 8 (H): 0.31, atom 9 (H): 0.38, atom 10 (H): 0.43, atom 11 (H): 0.29, atom 12 (H): 0.32, atom 13 (H): 0.28, atom 14 (H): 0.31, atom 15 (H): 0.43

Which structure is the most stable? The one labeled two.

one:
This record from OMol25 describes the ion C3H10NO with charge +1. The level of theory is the ωB97M-V functional and the def2-TZVPD basis.

```
15
Properties=species:S:1:pos:R:3
C 1.540 0.469 -0.488
C 0.395 -0.228 0.263
N -0.304 -1.263 -0.620
C -0.689 0.810 0.662
O -1.948 0.161 0.600
H 1.772 1.341 0.125
H 2.439 -0.144 -0.437
H 1.223 0.669 -1.506
H 0.649 -0.770 1.154
H -0.183 -0.995 -1.602
H -1.324 -1.140 -0.473
H 0.099 -2.192 -0.553
H -0.444 1.140 1.666
H -0.676 1.634 -0.057
H -2.549 0.508 1.266
```

Net charge   +1
Kohn-Sham gap   12.1597 eV
Structure (SMILES)   C[C@H]([NH3+])CO

Computed Mulliken charges, given in elementary charges: atom 1 (C): -1.26, atom 2 (C): -0.02, atom 3 (N): -0.32, atom 4 (C): -0.48, atom 5 (O): -0.56, atom 6 (H): 0.35, atom 7 (H): 0.38, atom 8 (H): 0.43, atom 9 (H): 0.40, atom 10 (H): 0.37, atom 11 (H): 0.34, atom 12 (H): 0.33, atom 13 (H): 0.38, atom 14 (H): 0.31, atom 15 (H): 0.34

two:
This record from OMol25 describes a cluster of 2 separate species, C3H10NO in total. The level of theory is the ωB97M-V functional and the def2-TZVPD basis.

```
15
Properties=species:S:1:pos:R:3
C -1.980 -0.915 -0.554
O -0.686 -0.976 -1.210
H -2.413 -1.894 -0.361
H -1.794 -0.406 0.387
H -2.661 -0.361 -1.196
H -0.686 -1.774 -1.754
C 0.932 -0.087 1.295
C 1.556 1.789 -0.173
N 0.972 0.689 0.066
H 1.921 -0.196 1.740
H 0.614 -1.087 1.019
H 0.215 0.354 1.985
H 2.396 2.075 0.456
H 1.309 2.418 -1.020
H 0.305 0.371 -0.679
```

Net charge   +1
Kohn-Sham gap   10.1769 eV

Computed Mulliken charges, given in elementary charges: atom 1 (C): -0.52, atom 2 (O): -0.61, atom 3 (H): 0.32, atom 4 (H): 0.22, atom 5 (H): 0.25, atom 6 (H): 0.33, atom 7 (C): -0.85, atom 8 (C): -0.09, atom 9 (N): 0.09, atom 10 (H): 0.37, atom 11 (H): 0.29, atom 12 (H): 0.36, atom 13 (H): 0.27, atom 14 (H): 0.28, atom 15 (H): 0.30

Which structure is the most stable? The one labeled one.